Below is a 15-piece molecular cluster, C92H221N15O21 overall at a distorted geometry, with properties calculated with ωB97M-V/def2-TZVPD.

Computed properties:
Gap between HOMO and LUMO: 8.56 eV
DFT total energy: -164321.64749 eV
HOMO level: -8.05 eV
E_LUMO: 0.019 Eh

Geometry as ORCA input:
```
! RIJCOSX wB97M-V def2-TZVPD def2/J DEFGRID3
* xyz 0 1
C 2.462 1.382 -0.426
O 3.754 1.299 -1.043
C 4.343 2.648 -1.050
C 5.867 2.473 -1.061
N 6.316 1.707 0.103
C 7.715 1.346 0.064
C 8.072 0.463 1.228
O 7.360 -0.743 0.975
C 7.434 -1.739 1.997
H 2.562 1.659 0.629
H 2.021 0.384 -0.491
H 1.819 2.125 -0.908
H 4.067 3.130 -0.113
H 4.051 3.120 -1.997
H 6.266 3.500 -1.047
H 6.200 2.077 -2.019
H 5.796 0.832 0.055
H 8.285 2.282 0.072
H 7.976 0.870 -0.898
H 7.691 0.923 2.139
H 9.167 0.321 1.264
H 8.353 -2.356 2.006
H 6.548 -2.367 1.850
H 7.327 -1.234 2.961
C -5.489 -2.583 -3.308
O -5.039 -3.284 -4.411
C -5.023 -4.710 -4.133
C -4.694 -5.476 -5.418
N -3.483 -4.926 -5.923
C -3.048 -5.498 -7.178
C -1.751 -4.819 -7.631
O -1.948 -3.457 -7.965
C -0.738 -2.780 -8.213
H -4.866 -2.716 -2.444
H -6.539 -2.750 -3.050
H -5.394 -1.524 -3.618
H -6.038 -4.879 -3.765
H -4.229 -4.863 -3.432
H -5.588 -5.372 -6.057
H -4.571 -6.505 -5.130
H -3.530 -3.941 -6.126
H -3.886 -5.387 -7.901
H -2.853 -6.554 -7.019
H -1.334 -5.411 -8.453
H -1.024 -4.869 -6.824
H -1.094 -1.758 -8.375
H -0.095 -3.210 -8.972
H -0.093 -2.789 -7.300
C 2.761 -2.507 1.969
O 3.833 -3.151 1.320
C 3.706 -3.101 -0.085
C 4.380 -1.839 -0.636
N 4.318 -1.957 -2.099
C 5.132 -1.036 -2.935
C 5.123 -1.578 -4.338
O 3.789 -1.524 -4.788
C 3.518 -1.732 -6.168
H 2.677 -1.453 1.748
H 2.988 -2.618 3.018
H 1.812 -2.911 1.603
H 2.631 -3.260 -0.298
H 4.283 -3.936 -0.508
H 5.409 -1.850 -0.306
H 3.783 -1.049 -0.225
H 3.347 -1.864 -2.344
H 6.147 -0.818 -2.588
H 4.698 -0.034 -2.931
H 5.511 -2.600 -4.397
H 5.782 -0.983 -5.004
H 3.896 -2.718 -6.513
H 4.071 -0.972 -6.772
H 2.438 -1.696 -6.213
C -1.488 8.773 -5.504
O -1.391 7.442 -5.003
C -1.486 7.302 -3.573
C -0.785 6.011 -3.163
N -0.806 5.867 -1.692
C 0.001 4.711 -1.229
C 0.301 4.768 0.298
O -0.705 4.127 1.085
C -1.812 4.968 1.296
H -1.547 8.621 -6.580
H -0.602 9.343 -5.239
H -2.342 9.328 -5.127
H -2.529 7.334 -3.295
H -1.046 8.197 -3.100
H 0.198 5.933 -3.669
H -1.350 5.178 -3.576
H -0.287 6.627 -1.263
H 0.929 4.606 -1.808
H -0.551 3.794 -1.473
H 0.397 5.796 0.620
H 1.166 4.132 0.499
H -2.316 5.170 0.327
H -1.472 5.908 1.692
H -2.561 4.522 1.961
C -1.002 -3.897 2.447
O -1.751 -3.803 1.256
C -2.319 -5.085 0.973
C -3.259 -4.945 -0.244
N -4.559 -4.509 0.110
C -4.591 -3.134 0.534
C -6.078 -2.750 0.775
O -6.908 -3.155 -0.310
C -8.243 -2.769 -0.142
H -0.238 -4.684 2.431
H -1.589 -4.108 3.353
H -0.483 -2.945 2.443
H -2.980 -5.322 1.806
H -1.472 -5.763 0.833
H -3.460 -5.915 -0.708
H -2.706 -4.275 -0.933
H -5.224 -4.623 -0.633
H -4.127 -2.496 -0.233
H -4.127 -3.043 1.526
H -6.129 -1.667 0.849
H -6.454 -3.272 1.632
H -8.698 -3.136 0.787
H -8.804 -3.167 -0.974
H -8.288 -1.672 -0.162
C 0.091 0.026 3.329
O 0.038 -0.342 1.962
C -0.685 0.665 1.228
C -0.776 0.299 -0.273
N -1.717 -0.785 -0.396
C -1.718 -1.427 -1.705
C -0.567 -2.373 -2.005
O 0.770 -1.856 -1.980
C 1.051 -0.913 -2.983
H 0.770 -0.657 3.842
H -0.899 -0.089 3.762
H 0.506 1.046 3.374
H -0.083 1.557 1.277
H -1.651 0.853 1.685
H 0.231 0.096 -0.652
H -1.118 1.201 -0.758
H -1.627 -1.584 0.213
H -1.758 -0.616 -2.431
H -2.649 -1.993 -1.800
H -0.681 -2.856 -2.966
H -0.591 -3.183 -1.252
H 0.158 -0.393 -3.334
H 1.465 -1.347 -3.920
H 1.844 -0.338 -2.506
C -1.965 2.404 5.394
C -3.214 1.720 5.731
C -3.429 0.308 5.211
O -3.689 0.423 3.800
C -3.602 -0.776 3.109
N -3.446 1.536 7.217
H -1.201 2.133 6.131
H -2.041 3.476 5.471
H -1.588 2.032 4.443
H -4.082 2.299 5.390
H -4.321 -0.091 5.701
H -2.557 -0.361 5.374
H -3.732 -0.530 2.056
H -4.362 -1.524 3.352
H -2.585 -1.156 3.187
H -3.261 2.337 7.813
H -4.429 1.293 7.349
C 0.481 -7.119 3.673
C 1.788 -7.348 2.908
C 1.991 -6.430 1.784
O 0.969 -6.556 0.811
C 0.994 -5.527 -0.169
N 2.887 -7.248 3.897
H -0.398 -6.967 3.054
H 0.511 -6.209 4.277
H 0.406 -7.920 4.418
H 1.796 -8.385 2.537
H 2.957 -6.644 1.288
H 2.057 -5.423 2.181
H 1.015 -4.557 0.351
H 0.066 -5.707 -0.738
H 1.869 -5.662 -0.815
H 2.952 -6.406 4.471
H 3.822 -7.282 3.501
C 2.727 4.177 -5.300
C 3.127 2.687 -5.571
C 4.579 2.657 -5.923
O 5.312 2.908 -4.756
C 6.697 2.565 -4.915
N 2.658 1.907 -4.384
H 1.677 4.425 -5.103
H 3.007 4.868 -6.103
H 3.418 4.551 -4.541
H 2.484 2.331 -6.392
H 4.776 3.386 -6.710
H 4.790 1.652 -6.356
H 7.234 2.689 -3.981
H 7.145 3.180 -5.707
H 6.839 1.495 -5.133
H 3.343 1.963 -3.648
H 2.683 0.931 -4.615
C -1.189 -8.214 -4.359
C -0.634 -7.035 -3.513
C 0.563 -6.415 -4.235
O 1.065 -5.350 -3.435
C 2.350 -4.904 -3.880
N -1.669 -6.059 -3.278
H -0.373 -8.881 -4.639
H -1.578 -7.870 -5.328
H -1.875 -8.814 -3.774
H -0.365 -7.395 -2.512
H 0.221 -6.021 -5.190
H 1.333 -7.179 -4.382
H 3.040 -5.750 -3.920
H 2.729 -4.266 -3.089
H 2.291 -4.424 -4.870
H -2.063 -5.662 -4.102
H -1.384 -5.425 -2.558
C 0.472 5.960 6.043
C 0.337 5.815 4.559
C 0.815 7.054 3.898
O 0.007 8.162 4.335
C 0.691 9.396 4.151
N 1.071 4.640 4.061
H -0.003 5.077 6.491
H 0.024 6.846 6.487
H 1.519 5.891 6.340
H -0.740 5.652 4.329
H 0.815 6.939 2.807
H 1.821 7.264 4.250
H 1.481 9.417 4.868
H -0.014 10.164 4.458
H 0.893 9.510 3.083
H 1.247 4.012 4.839
H 0.606 4.266 3.257
C -3.765 2.363 -1.034
C -5.295 2.608 -0.835
C -5.641 3.589 0.310
C -5.558 5.104 -0.079
C -6.408 5.283 -1.334
C -5.821 4.483 -2.506
N -5.964 3.074 -2.082
O -5.837 2.164 -3.128
C -6.831 4.729 -3.676
C -4.383 4.822 -2.963
C -5.896 1.190 -0.514
H -3.240 3.286 -1.309
H -3.600 1.650 -1.855
H -3.291 1.927 -0.131
H -6.682 3.439 0.613
H -4.981 3.367 1.138
H -4.529 5.379 -0.210
H -5.886 5.691 0.784
H -6.443 6.349 -1.597
H -7.451 4.940 -1.230
H -7.029 5.814 -3.731
H -6.403 4.464 -4.636
H -7.791 4.272 -3.455
H -3.933 3.985 -3.511
H -4.405 5.676 -3.648
H -3.684 4.994 -2.132
H -5.530 0.852 0.465
H -5.547 0.376 -1.160
H -6.970 1.306 -0.569
H -4.911 2.126 -3.394
C -2.958 4.007 -6.441
C -2.795 2.723 -7.241
C -1.455 2.549 -7.983
C -0.339 2.115 -7.067
C -0.717 0.804 -6.312
C -2.025 0.990 -5.582
N -3.018 1.471 -6.518
O -4.303 1.531 -5.939
C -2.446 -0.457 -5.125
C -1.970 1.847 -4.322
C -3.842 2.771 -8.388
H -3.128 4.875 -7.101
H -2.062 4.161 -5.837
H -3.825 3.961 -5.772
H -1.585 1.794 -8.768
H -1.043 3.407 -8.487
H -0.149 2.940 -6.382
H 0.623 1.941 -7.556
H 0.055 0.473 -5.630
H -0.896 0.041 -7.078
H -3.079 -0.434 -4.262
H -2.800 -1.008 -5.986
H -1.588 -0.999 -4.720
H -1.638 2.876 -4.436
H -3.010 1.949 -3.941
H -1.414 1.404 -3.506
H -3.651 1.877 -8.974
H -3.587 3.605 -9.037
H -4.872 2.969 -8.079
H -4.751 0.745 -6.258
C -0.111 -4.462 6.571
C 0.591 -3.118 6.679
C -0.285 -1.891 6.533
C -1.125 -1.531 7.789
C -0.199 -1.372 8.936
C 0.690 -2.621 9.189
N 1.294 -3.001 7.910
O 2.360 -3.886 8.014
C 1.778 -2.149 10.211
C -0.064 -3.799 9.789
C 1.578 -3.160 5.491
H -0.808 -4.566 7.404
H 0.613 -5.301 6.587
H -0.757 -4.524 5.663
H 0.303 -1.010 6.238
H -0.914 -2.010 5.652
H -1.777 -2.406 7.998
H -1.804 -0.657 7.673
H -0.776 -1.102 9.827
H 0.511 -0.541 8.779
H 2.420 -1.465 9.672
H 1.261 -1.695 11.049
H 2.504 -2.864 10.609
H 0.635 -4.645 9.912
H -0.414 -3.601 10.811
H -0.902 -4.109 9.175
H 0.984 -3.067 4.549
H 2.201 -4.054 5.348
H 2.288 -2.321 5.514
H 1.969 -4.734 8.242
C 3.093 3.223 7.084
C 3.603 1.894 6.601
C 3.054 1.764 5.163
C 3.662 0.623 4.394
C 5.207 0.864 4.312
C 5.841 1.002 5.696
N 5.069 2.040 6.427
O 5.675 2.322 7.699
C 5.825 -0.302 6.457
C 7.303 1.435 5.577
C 3.187 0.788 7.655
H 3.584 3.617 7.988
H 2.041 3.209 7.364
H 3.174 3.964 6.308
H 1.948 1.673 5.193
H 3.291 2.687 4.640
H 3.110 0.628 3.452
H 3.428 -0.332 4.879
H 5.414 1.796 3.766
H 5.686 0.114 3.677
H 6.488 -1.070 5.994
H 6.296 -0.006 7.395
H 4.913 -0.791 6.735
H 7.560 2.384 5.117
H 7.799 1.345 6.557
H 7.836 0.697 4.977
H 3.037 -0.191 7.200
H 2.224 1.094 8.063
H 3.910 0.710 8.481
H 6.044 3.186 7.500
*
```